Record 1
{
  "formula": "C5H10NOS",
  "method": "ωB97M-V with the def2-TZVPD basis set",
  "charge": 1,
  "e_above_lowest_kj_mol": 390.7,
  "e_lumo_ev": [-4.38, -3.97],
  "symbols": ["C", "C", "C", "C", "C", "N", "O", "S", "H", "H", "H", "H", "H", "H", "H", "H", "H", "H"],
  "positions_angstrom": [[0.39550, 2.07313, -1.43221], [0.82904, 0.23157, 0.79347], [2.15112, 0.58735, 0.00421], [-0.43103, -0.06238, 0.09214], [-0.56858, -1.18628, -0.89697], [-1.48754, 0.84973, 0.36463], [-0.73117, 2.44296, -1.61209], [1.97555, 1.88300, -1.47855], [1.23447, -0.73479, 1.43572], [0.59409, 1.09472, 1.56013], [2.75225, 0.99387, 0.67498], [2.62844, -0.17487, -0.61596], [-0.06992, -1.97645, -0.55382], [-0.43633, -0.85213, -1.89227], [-1.62449, -1.61510, -0.80670], [-1.65413, 1.71371, -0.28363], [-1.27084, 1.46227, 1.13346], [-2.46033, 0.37029, 0.45658]],
  "nbo_charge": [0.269, -0.484, -0.406, 0.130, -0.660, -0.725, -0.517, 0.416, 0.276, 0.216, 0.215, 0.237, 0.242, 0.243, 0.226, 0.439, 0.436, 0.447]
}



Record 2
{
  "formula": "C16H38N5O6Zr",
  "method": "ωB97M-V with the def2-TZVPD basis set",
  "charge": 3,
  "e_above_lowest_kj_mol": 905.1,
  "e_lumo_ev": -12.44,
  "symbols": ["Zr", "C", "O", "H", "H", "H", "C", "O", "N", "C", "C", "H", "H", "H", "H", "H", "H", "H", "C", "O", "N", "C", "C", "H", "H", "H", "H", "H", "H", "H", "C", "O", "N", "C", "C", "H", "H", "H", "H", "H", "H", "H", "C", "O", "N", "C", "C", "H", "H", "H", "H", "H", "H", "H", "C", "O", "N", "C", "C", "H", "H", "H", "H", "H", "H", "H"],
  "positions_angstrom": [[-2.32328, 1.64008, -2.34236], [-0.03897, 0.32938, 0.04779], [-0.74551, 0.88453, -1.00667], [-0.66974, 0.20855, 0.93765], [0.36856, -0.61710, -0.31948], [0.78340, 0.91058, 0.48771], [-4.53854, -0.03101, -0.17879], [-3.50687, 0.53482, -0.67643], [-4.57541, -1.30326, 0.12316], [-5.69167, -1.85851, 0.86612], [-3.59935, -2.26262, -0.39766], [-5.47414, 0.47357, 0.07775], [-6.28497, -1.14897, 1.43937], [-5.31103, -2.51507, 1.65225], [-6.30028, -2.47495, 0.20489], [-2.81840, -1.80482, -0.99529], [-3.12041, -2.73801, 0.45904], [-4.12055, -3.02198, -0.97900], [0.13025, 0.51389, -4.55343], [-0.62811, 1.18840, -3.79635], [1.42541, 0.40148, -4.38077], [2.25100, -0.10084, -5.45348], [2.16774, 1.12629, -3.32934], [-0.20282, -0.06276, -5.42065], [1.67759, -0.59444, -6.23810], [3.00668, -0.80855, -5.11158], [2.81838, 0.69002, -5.94973], [2.81193, 0.50175, -2.71507], [2.67643, 1.99371, -3.74188], [1.43599, 1.48889, -2.60404], [0.35932, 0.25538, 4.04092], [-0.73682, -0.14168, 4.38193], [1.45669, 0.21198, 4.82095], [2.80445, 0.44431, 4.36671], [1.40433, -0.34264, 6.18086], [0.55152, 0.68751, 3.03915], [3.22253, 1.42015, 4.63475], [2.96002, 0.42061, 3.28314], [3.51467, -0.28571, 4.75412], [0.35792, -0.41953, 6.46798], [1.84044, -1.33487, 6.28067], [1.89430, 0.38390, 6.82674], [2.11917, -3.77064, -1.11680], [1.34759, -4.68154, -0.92779], [3.24857, -3.81712, -1.85436], [4.22914, -2.74089, -1.82033], [3.62811, -5.03341, -2.57885], [2.10497, -2.74003, -0.69412], [4.88038, -2.91289, -0.95805], [3.78657, -1.75868, -1.65041], [4.88657, -2.73443, -2.68639], [4.58923, -5.43486, -2.25202], [2.88254, -5.81940, -2.57196], [3.83945, -4.76286, -3.61732], [-2.76105, 4.10892, 0.25920], [-2.74912, 3.01066, -0.36396], [-2.11792, 4.30966, 1.39494], [-2.01134, 5.71582, 1.81633], [-1.15123, 3.38950, 1.96380], [-3.29638, 5.01119, -0.04789], [-2.93178, 6.25838, 1.61878], [-1.12426, 6.15386, 1.36008], [-1.88735, 5.76623, 2.89808], [-1.29922, 3.53994, 3.03804], [-1.30506, 2.32920, 1.80013], [-0.14029, 3.77098, 1.80731]],
  "lowdin_charge": [2.270, -0.146, -0.376, 0.086, 0.099, 0.102, -0.204, -0.208, -0.130, 0.006, 0.027, 0.172, 0.113, 0.120, 0.119, 0.080, 0.122, 0.119, -0.207, -0.214, -0.111, -0.003, 0.031, 0.171, 0.110, 0.113, 0.122, 0.102, 0.121, 0.073, -0.367, 0.003, -0.181, -0.073, -0.017, 0.104, 0.093, 0.077, 0.096, 0.088, 0.102, 0.100, -0.379, 0.033, -0.194, -0.061, -0.027, 0.114, 0.099, 0.057, 0.091, 0.099, 0.092, 0.087, -0.232, -0.173, -0.136, 0.007, 0.005, 0.161, 0.109, 0.115, 0.112, 0.115, 0.082, 0.119]
}



Record 3
{
  "formula": "C22H32F2NO3PSiTa",
  "method": "ωB97M-V with the def2-TZVPD basis set",
  "charge": -1,
  "e_lumo_ev": 2.20,
  "symbols": ["C", "Si", "C", "C", "Ta", "C", "O", "C", "C", "C", "C", "C", "C", "P", "N", "O", "O", "H", "H", "H", "H", "H", "H", "H", "H", "H", "H", "H", "H", "H", "H", "H", "H", "H", "H", "H", "H", "H", "H", "F", "C", "C", "C", "C", "C", "C", "H", "H", "H", "H", "H", "F", "C", "C", "C", "C", "C", "C", "H", "H", "H", "H", "H"],
  "positions_angstrom": [[-3.11190, -1.51945, 0.58610], [-2.88383, 0.35494, 0.28487], [-3.06539, 1.15930, 1.99241], [-4.21407, 0.92827, -0.95139], [-0.52452, 0.70903, -0.86965], [-0.89835, -0.74258, -2.61915], [-0.79883, -2.14130, -2.24187], [0.32874, -2.76389, -2.67973], [1.60837, -2.30440, -2.47440], [2.68389, -3.02394, -2.92098], [2.52544, -4.22041, -3.56169], [1.24848, -4.67738, -3.78570], [0.17456, -3.96003, -3.34573], [0.12498, 2.62008, 0.79208], [-1.08622, 3.63328, 0.89189], [0.47598, 2.07421, 2.30469], [1.42158, 3.46690, 0.18728], [-4.11036, -1.73103, 0.99489], [-2.92978, -2.12168, -0.30768], [-2.40505, -1.84892, 1.35523], [-3.04067, 2.24636, 1.96798], [-4.07490, 0.87922, 2.34813], [-2.37116, 0.72654, 2.71487], [-3.96589, 0.63442, -1.97522], [-4.22722, 2.02215, -0.93386], [-5.19035, 0.49504, -0.70729], [-1.15949, 2.04076, -2.02635], [1.22416, 0.90044, -1.49434], [0.13335, -0.64129, 0.22942], [-0.31129, -0.49325, -3.51009], [-1.94977, -0.56451, -2.89511], [1.77873, -1.37036, -1.94975], [3.67517, -2.61532, -2.74767], [3.37239, -4.81037, -3.89245], [1.08441, -5.61725, -4.30213], [-0.81952, -4.35475, -3.53140], [-0.76236, 4.53887, 0.56216], [1.07802, 1.31778, 2.25669], [1.76965, 4.07451, 0.85476], [5.51779, -3.28405, -3.08480], [6.36959, -3.58512, -2.08796], [6.03013, -4.58489, -1.19864], [6.90983, -4.89828, -0.17298], [8.10646, -4.20515, -0.04487], [8.42724, -3.19963, -0.94688], [7.55629, -2.88792, -1.98074], [5.08822, -5.10609, -1.31202], [6.66037, -5.68382, 0.52793], [8.78868, -4.44919, 0.75930], [9.35728, -2.65589, -0.84526], [7.79060, -2.11303, -2.69868], [-6.76540, 3.73665, 5.02258], [-5.77153, 4.50923, 4.52952], [-5.71599, 5.83986, 4.89321], [-4.69251, 6.63134, 4.39030], [-3.74996, 6.08661, 3.52791], [-3.82358, 4.74679, 3.16855], [-4.84074, 3.94878, 3.67799], [-6.46508, 6.24650, 5.56072], [-4.63154, 7.67492, 4.67221], [-2.95513, 6.70698, 3.13431], [-3.08737, 4.32448, 2.49149], [-4.91065, 2.90091, 3.41704]],
  "nbo_charge": [-1.086, 0.885, -1.093, -1.088, 1.747, -0.632, -0.529, 0.314, -0.299, -0.145, -0.268, -0.214, -0.263, 1.600, -1.372, -0.998, -0.996, 0.207, 0.237, 0.232, 0.250, 0.198, 0.238, 0.230, 0.241, 0.216, -0.476, -0.448, -0.481, 0.204, 0.200, 0.247, 0.210, 0.199, 0.198, 0.212, 0.361, 0.495, 0.474, -0.322, 0.402, -0.281, -0.191, -0.234, -0.194, -0.284, 0.238, 0.216, 0.211, 0.214, 0.229, -0.335, 0.392, -0.303, -0.201, -0.235, -0.175, -0.288, 0.217, 0.206, 0.213, 0.264, 0.239]
}



Record 4
{
  "formula": "C15H18IN4O2PtS",
  "method": "ωB97M-V with the def2-TZVPD basis set",
  "charge": -1,
  "e_above_lowest_kj_mol": 15.5,
  "spin_multiplicity": 3,
  "e_lumo_ev": [2.75, 2.38],
  "symbols": ["Pt", "C", "C", "O", "C", "C", "C", "N", "N", "C", "O", "C", "C", "C", "C", "C", "C", "H", "H", "H", "H", "H", "H", "H", "H", "H", "H", "H", "H", "S", "C", "N", "C", "C", "N", "H", "H", "H", "H", "H", "H", "I"],
  "positions_angstrom": [[-1.93419, 1.31216, -1.08300], [-0.40020, 0.26493, -5.25720], [-0.43560, 0.39601, -3.74506], [-1.59111, 0.30719, -3.22331], [0.78037, 0.54431, -3.08433], [1.02343, 0.64112, -1.68013], [2.46481, 0.57864, -1.23464], [0.09296, 0.75597, -0.77498], [0.51451, 0.70739, 0.55568], [-0.36499, 1.24570, 1.36836], [-1.45750, 1.82042, 1.06695], [-0.02282, 1.15067, 2.82867], [-0.97099, 1.54051, 3.76832], [-0.69661, 1.44074, 5.12448], [0.52955, 0.95595, 5.55571], [1.48260, 0.56928, 4.62089], [1.20811, 0.66474, 3.26636], [-1.31589, 0.68458, -5.66827], [-0.36201, -0.79274, -5.52984], [0.46703, 0.76030, -5.69394], [1.66291, 0.57428, -3.70972], [3.12910, 0.55304, -2.09606], [2.62964, -0.31172, -0.62294], [2.70642, 1.42994, -0.59919], [-1.91929, 1.91572, 3.40715], [-1.44400, 1.74333, 5.84738], [0.74392, 0.88082, 6.61469], [2.44389, 0.19455, 4.95081], [1.93917, 0.36997, 2.52572], [-3.15969, -0.68635, -0.22041], [-1.75948, -1.63299, -0.37235], [-1.21063, -2.00725, -1.53587], [0.13056, -2.55008, -1.33433], [0.27745, -2.57069, 0.20558], [-1.02265, -2.08715, 0.65097], [-1.43917, -1.42525, -2.34225], [0.87185, -1.90900, -1.81058], [0.21077, -3.55040, -1.76392], [1.06027, -1.89056, 0.54874], [0.47377, -3.57444, 0.58523], [-1.16090, -1.68638, 1.56364], [-4.17535, 2.67274, -1.67301]],
  "lowdin_spin": [1.339, 0.006, 0.012, 0.078, 0.003, 0.015, 0.005, 0.077, 0.001, 0.013, 0.113, 0.006, 0.002, 0.000, 0.001, 0.000, 0.002, 0.000, 0.000, 0.001, 0.000, 0.001, 0.000, 0.000, 0.001, 0.000, 0.000, 0.000, 0.000, 0.137, 0.049, 0.012, 0.002, 0.003, 0.021, 0.000, 0.000, 0.001, 0.001, 0.000, 0.000, 0.099]
}



Record 5
{
  "formula": "C7H9O",
  "method": "ωB97M-V with the def2-TZVPD basis set",
  "charge": 1,
  "e_above_lowest_kj_mol": 83.6,
  "e_lumo_ev": -4.92,
  "symbols": ["C", "C", "C", "C", "C", "C", "C", "O", "H", "H", "H", "H", "H", "H", "H", "H", "H"],
  "positions_angstrom": [[-1.43496, 0.69715, 1.60845], [-0.09468, 0.91754, 1.45664], [-2.20633, -0.13781, 0.77769], [0.61986, 0.59135, 0.31934], [-0.46036, -0.46900, -0.71613], [2.04230, 0.67854, -0.16353], [0.10778, -1.26157, -1.82376], [-1.68238, -0.67929, -0.32211], [-1.87543, 0.92864, 2.63494], [0.37949, 1.38291, 2.30931], [-3.21424, -0.42164, 1.00078], [2.74771, 0.68481, 0.73675], [2.23977, 1.65606, -0.62588], [2.22645, -0.08735, -0.91299], [0.29844, -0.71451, -2.83516], [-0.65045, -2.03617, -2.00004], [0.95702, -1.72967, -1.44429]],
  "nbo_charge": [-0.221, -0.220, 0.172, 0.113, 0.567, -0.691, -0.739, -0.360, 0.271, 0.255, 0.241, 0.270, 0.270, 0.245, 0.298, 0.267, 0.263]
}



For the records above, the corresponding molecular weight values read 132.21 487.73 636.51 640.38 109.15 g mol⁻¹.
For the records above, the corresponding E values read -724.2876 -1403.6594 -2025.4674 -1767.1879 -347.0053 Ha.